No. 1
Below is an isolated ion of composition C11H14N3 and charge +1, with properties calculated with wB97M-V/def2-TZVPD.

```
28
Properties=species:S:1:pos:R:3:forces:R:3
N 1.3862 -1.6032 -0.3275 3.6656 0.5277 -0.7713
N -0.3302 0.4504 -1.4039 -1.2878 -2.0843 0.1438
N -1.1730 -1.7777 -1.5027 -0.2523 -1.1450 1.5631
C -0.7404 -2.7046 -0.7206 -1.4476 0.9164 -0.9381
C 0.8793 -0.5174 0.4298 1.3340 -0.9474 0.1170
C -0.1046 1.6386 -2.1636 1.7172 0.5934 1.8207
C 0.0632 0.4263 -0.0455 0.2784 0.4718 1.5821
C 1.4160 -0.5403 1.8260 0.8498 3.8764 -1.3076
C -1.6725 1.9155 0.6422 -0.3322 1.1295 1.5650
C -0.4632 1.4671 0.9228 1.2026 -0.7508 -0.9061
C -3.2866 3.4101 2.0564 1.3603 -1.0767 -0.3064
C 0.6931 -2.8269 -0.3050 -2.1746 2.0224 -2.1248
C -0.7868 -0.6372 -2.0087 0.3704 0.4747 -2.4202
C -2.4705 2.7712 1.4388 -0.4251 0.5629 0.2816
H 2.4546 -1.8267 -0.0987 -3.0763 0.9852 -0.5795
H -1.5230 -3.4560 -0.3956 1.1566 0.7894 -0.2930
H 0.6567 -3.2564 0.5938 0.0601 -2.0296 3.8868
H -2.2106 1.5546 -0.1750 -0.5315 -0.6915 -1.5303
H -0.9968 -0.5805 -3.1570 0.6611 0.2182 2.1734
H -0.0141 2.4403 -1.4558 0.0161 0.5119 0.0856
H 2.4873 -0.1650 1.8534 -1.0011 -0.6044 -0.2668
H 0.8605 0.2371 2.3519 0.1688 -1.1624 0.9756
H -3.7700 3.7328 2.9193 -0.9187 0.8164 0.5502
H 0.7948 1.5542 -2.6977 1.5693 -0.1560 -0.5415
H -0.8001 1.8684 -2.8596 -2.7672 0.4338 -1.8692
H 0.1779 1.7376 1.8022 -1.1227 0.0561 -1.1854
H 1.0901 -3.4852 -0.9965 1.2034 -1.6626 -1.3487
H 1.4000 -1.5295 2.0980 -0.2767 -2.0754 1.6437
```
Positions in Å, forces in eV/Å.

## Properties
Gap between HOMO and LUMO = 7.78 eV
Charge = +1
Max |F| = 4.4 eV/A
SMILES = C#C/C=C/C1=C(\C)NC\C=N/C=[N+]\1C
Multiplicity = 1
LUMO level = -0.155 Ha
Energy above the lowest of the compared OMol25 structures with the same formula, charge and spin = 101.5 kcal/mol
Energy = -591.3980 a.u.
HOMO level = -11.98 eV

No. 2
Below is C11H14N6O4Ru as an isolated structure, with properties calculated with wB97M-V/def2-TZVPD.

```
36
Properties=species:S:1:pos:R:3:forces:R:3
Ru 0.8727 -0.5623 -0.0011 0.1332 -0.0272 -0.0198
O 1.3107 -0.4804 1.9366 -0.0524 0.0359 0.0409
O 2.5282 0.6947 3.4212 -0.0099 0.0149 0.0078
O 1.3800 -0.7665 -1.9201 0.0121 0.0029 -0.0314
O 2.7020 0.1315 -3.5050 0.0105 -0.0106 -0.0063
N -2.2497 0.3234 0.3257 -0.0329 0.0104 0.0140
N -3.2466 -1.7595 0.2267 0.0402 0.0090 -0.0661
N -1.8872 2.5753 0.1622 0.0079 0.0177 0.0507
N -0.0985 1.1372 -0.1454 0.0088 -0.0436 0.0187
N -0.9260 -1.5626 -0.0202 -0.0223 0.0268 0.0121
N 2.6059 0.4195 -0.0417 -0.0779 0.0119 -0.0081
C 2.2805 0.3536 2.2997 0.0304 -0.0425 -0.0304
C -2.0995 -1.0488 0.1412 -0.0223 -0.0214 0.0250
C -3.1448 -3.2123 0.3105 0.0011 -0.0008 0.0019
C -4.5202 -1.2797 -0.3133 -0.0229 0.0032 0.0432
C 4.9114 1.7946 -0.1004 -0.0117 -0.0115 -0.0004
C 4.2986 1.5344 1.1242 0.0068 -0.0046 -0.0010
C 2.3879 -0.0214 -2.3585 -0.0274 0.0220 0.0263
C 4.3547 1.3371 -1.2931 0.0101 -0.0038 0.0025
C 3.1694 0.6303 -1.2239 0.0115 -0.0149 -0.0318
C -1.3575 1.3395 0.0964 0.0043 0.0004 -0.0211
C 3.1164 0.8202 1.1153 -0.0023 0.0173 0.0303
H -0.9503 -2.5463 -0.2544 0.0042 0.0003 -0.0095
H -3.1001 0.5940 0.7927 0.0057 0.0096 0.0077
H 4.7205 1.8596 2.0647 0.0019 0.0020 -0.0024
H -4.5391 -0.1996 -0.4194 0.0199 -0.0013 -0.0171
H -1.2916 3.3847 0.1496 0.0022 -0.0001 -0.0031
H 4.8203 1.5071 -2.2536 0.0013 0.0022 0.0016
H -4.6980 -1.7137 -1.2997 0.0016 -0.0102 0.0072
H -2.9009 -3.6640 -0.6562 -0.0012 0.0027 0.0004
H -4.1067 -3.6006 0.6349 -0.0013 0.0001 0.0013
H 5.8404 2.3482 -0.1241 0.0004 0.0004 0.0000
H -2.8779 2.7316 0.1090 -0.0037 -0.0119 -0.0275
H -2.3997 -3.4944 1.0524 0.0015 0.0002 -0.0026
H -5.3269 -1.5761 0.3542 -0.0066 0.0035 -0.0011
H 0.4216 1.9718 -0.3869 -0.0207 0.0109 -0.0117
```
Positions in Å, forces in eV/Å.

## Properties
Gap between HOMO and LUMO (spin up / spin down) = 8.31 / 8.00 eV
Charge = +1
Max |F| = 0.1 eV/A
Multiplicity = 2
Expectation value of S² = 0.754
LUMO level (spin up / spin down) = -0.136 / -0.146 Ha
Energy above the lowest of the compared OMol25 structures with the same formula, charge and spin = 0.0 kcal/mol
Energy = -1151.8365 a.u.
HOMO level (spin up / spin down) = -12.02 / -11.96 eV

No. 3
Below is an isolated ion of composition C11H14NO2 and charge +1, with properties calculated with wB97M-V/def2-TZVPD.

```
28
Properties=species:S:1:pos:R:3:forces:R:3
O 3.1973 1.2419 0.6597 -0.6556 0.7900 0.0524
O -4.0204 0.0112 0.0156 0.6927 0.1068 0.4499
N 0.7761 0.1466 0.1367 -0.3073 0.6760 1.5389
C -2.4518 -1.4404 0.8186 -0.2968 -0.2755 -0.4429
C -2.3246 1.9089 -0.5961 -2.1451 -1.6403 -2.4731
C -2.8038 0.5515 -0.0751 0.5642 1.3807 -0.1305
C 2.8622 -0.6622 -0.7283 -0.0357 -0.4392 -1.5461
C -1.7883 -0.2776 0.3581 -1.4018 1.4281 -0.9762
C 1.0058 -0.7828 1.3611 0.8800 -0.6257 -1.6082
C -0.8966 1.7136 -0.4253 3.0823 1.7954 -1.9099
C -3.7747 -1.1949 0.5721 -0.2703 -1.9402 0.8576
C 3.6223 0.4095 -0.0895 2.9237 -0.1770 0.4087
C 1.4447 -0.3108 -1.0825 0.8186 0.9775 -1.9561
C -0.6280 0.5107 0.0304 0.7310 -1.1113 0.4006
H 4.7538 0.2910 -0.2229 -1.0240 0.3448 0.0680
H 1.6117 -0.1973 2.0410 0.2284 -0.5456 0.2198
H 1.5773 0.6017 -1.8128 -0.9678 -1.7588 1.2438
H 1.3472 -1.8399 1.0712 0.3111 1.9879 0.1384
H -4.6157 -1.8559 0.7859 0.1828 0.5242 -0.2788
H 2.9644 -1.4758 -0.0380 0.0220 -0.7568 0.2640
H -2.7250 2.7919 -0.1723 -0.5307 0.7566 0.8561
H 0.0179 2.3084 -0.8529 -2.2887 -0.4719 0.9154
H 1.1841 1.1259 0.2713 0.2334 -1.9047 0.7308
H -2.0060 -2.3627 1.1508 -0.2830 -0.0521 0.2113
H -2.6919 1.9671 -1.7070 1.0525 -0.0475 1.6567
H 0.0735 -1.0576 1.7451 -1.5619 0.4721 0.8874
H 3.3694 -0.9726 -1.6480 0.0425 0.0085 0.1720
H 0.9193 -1.1494 -1.5669 0.0035 0.4979 0.2499
```
Positions in Å, forces in eV/Å.

## Properties
Gap between HOMO and LUMO = 8.94 eV
Charge = +1
Max |F| = 4.0 eV/A
SMILES = C[N@@H+](CCC=O)C1=CCc2occc21
Multiplicity = 1
LUMO level = -0.105 Ha
Energy above the lowest of the compared OMol25 structures with the same formula, charge and spin = 108.3 kcal/mol
Energy = -632.4305 a.u.
HOMO level = -11.81 eV

No. 4
Below is an isolated ion of composition C11H14NO2Se and charge +1, with properties calculated with wB97M-V/def2-TZVPD.

```
29
Properties=species:S:1:pos:R:3:forces:R:3
Se 0.9991 1.7191 -0.2205 1.5319 0.1581 0.6511
O -3.1952 -0.2321 -0.4290 -1.7150 0.2357 0.7653
O -1.6182 1.4310 -0.3872 -1.5449 -1.7267 -0.0629
N 1.9648 -0.9940 -0.1339 -1.2928 2.1079 -0.5921
C 1.5842 -2.2886 -0.2080 -0.0791 -3.9273 -0.7626
C 3.3832 -0.6841 -0.0768 0.3863 2.0518 -1.3765
C -0.9192 -0.7827 -0.4295 3.1320 0.7968 0.7624
C 0.3222 -2.8082 -0.1694 -0.4393 -2.6218 -0.5623
C -4.2339 1.7302 0.8300 2.0629 -0.5659 0.2850
C -2.0210 0.2513 -0.4024 4.2993 1.7221 -0.3278
C 2.9997 1.7683 -0.0382 -0.3680 0.6719 -3.0807
C 3.6703 0.6332 0.6429 1.5488 -0.4809 -1.8468
C -0.9391 -2.1116 -0.2864 -0.0559 1.5597 1.1381
C -4.3276 0.7541 -0.3130 1.2657 1.9208 -3.3405
C 1.0388 -0.0685 -0.2302 -5.3242 -1.4787 -0.6164
H -5.1979 2.1633 1.0544 0.0030 0.5340 -0.2807
H -3.3228 2.3833 0.6482 -1.8552 -0.1165 0.1476
H -4.1597 1.4298 -1.3036 -0.9295 -1.8628 2.0026
H 3.2617 2.6940 0.3670 0.1316 1.4792 1.0560
H 4.7968 0.7214 0.6148 -1.1027 0.2672 -0.1813
H -5.1818 0.0990 -0.3798 -0.2572 0.1586 0.0612
H 3.8528 -0.6934 -1.1128 -0.8598 0.1892 1.0791
H -1.9469 -2.5465 -0.0861 1.0524 -0.1673 -0.5767
H -3.9278 1.1941 1.7157 -0.1723 -0.3799 0.6011
H 2.4657 -2.9595 -0.4650 -1.3688 0.6510 0.9206
H 0.1170 -3.9605 -0.1781 1.2827 2.2396 -0.0496
H 3.4463 0.6792 1.6644 -0.6582 -0.5851 1.6087
H 3.8262 -1.4415 0.4430 1.1567 -2.1987 1.4028
H 3.2623 1.9196 -1.1303 0.1699 -0.6321 1.1754
```
Positions in Å, forces in eV/Å.

## Properties
Gap between HOMO and LUMO = 8.26 eV
Charge = +1
Max |F| = 5.6 eV/A
Multiplicity = 1
LUMO level = -0.150 Ha
Energy above the lowest of the compared OMol25 structures with the same formula, charge and spin = 45.0 kcal/mol
Energy = -3033.8282 a.u.
HOMO level = -12.33 eV

No. 5
Below is a 2-piece molecular cluster, C11H14NOS2 overall, with properties calculated with wB97M-V/def2-TZVPD.

```
29
Properties=species:S:1:pos:R:3:forces:R:3
S -2.1598 -0.4753 0.0640 0.4802 0.2833 -0.4883
S 1.1150 0.9339 -2.5166 0.7928 0.6484 1.0592
O 1.7609 -1.5674 0.2916 -0.5078 0.1693 -0.8843
N 1.6619 -0.4072 2.6380 1.6161 -0.0370 -0.2941
C 0.5804 -1.1029 0.6216 -1.6651 -0.3234 -0.1930
C -0.2974 2.3315 -0.8580 1.1971 -0.5225 0.0942
C -1.7030 -1.6043 -2.2118 -0.6727 1.7736 -0.4632
C -0.4757 -1.5422 -1.5701 -3.0790 0.9703 1.4349
C -0.4904 -0.9551 -0.3043 -0.1829 -1.1745 0.2613
C 0.8413 1.8744 -0.1186 0.5625 -0.0347 -0.9963
C -0.5746 0.3789 2.3367 -0.7865 -0.0337 0.9874
C -0.2154 1.9372 -2.1500 -0.5065 -1.0336 0.1824
C -2.6770 -0.8882 -1.4843 2.5346 -1.7065 -0.1485
C 0.3664 -0.7889 2.0885 1.0774 -0.5394 0.7516
C 1.6809 1.1289 -0.8845 0.5679 -0.0632 -0.8267
H -1.6206 0.0113 2.5990 1.4507 0.9593 0.1608
H -3.5841 -0.6094 -1.9056 -1.7604 0.3581 -0.1564
H -0.6102 0.9745 1.4637 -0.4621 0.7085 -0.7880
H -1.1118 2.8597 -0.4418 -0.6721 0.5542 0.2751
H 0.3048 -1.9752 -2.0094 3.3765 -1.5769 -1.5062
H -1.8008 -1.8672 -3.2809 -0.1413 -0.0936 0.9331
H -1.0095 1.8641 -2.8384 -0.7941 0.6644 -0.8025
H 1.1474 2.0856 0.8771 -0.2246 0.4816 0.6976
H 2.1611 -0.9517 3.3773 -0.8887 0.4233 -1.4063
H -0.1294 -1.6585 2.6076 0.9665 0.3215 -0.6820
H 2.2758 -0.0938 1.8457 -0.4149 -0.6419 1.7934
H 0.0089 1.0118 3.0565 -1.3797 -0.7114 -0.0860
H 2.6580 0.7552 -0.6018 -0.1026 0.1169 -0.0406
H 1.8970 -1.6594 -0.6912 -0.3813 0.0596 1.1313
```
Positions in Å, forces in eV/Å.

## Properties
Gap between HOMO and LUMO = 7.33 eV
Charge = +1
Max |F| = 4.0 eV/A
Multiplicity = 1
LUMO level = -0.193 Ha
Energy = -1353.5895 a.u.
HOMO level = -12.57 eV

No. 6
Below is C11H14NS as an isolated structure, with properties calculated with wB97M-V/def2-TZVPD.

```
27
Properties=species:S:1:pos:R:3:forces:R:3
S 1.4224 -2.5747 0.1991 -1.9564 0.8052 0.0090
N 1.5986 0.0293 0.6750 -0.0996 3.5856 1.2043
C -2.0371 0.4984 1.8086 -0.9462 -0.9191 -1.0410
C -0.7154 -0.4155 -2.1483 -0.6307 -1.6673 -4.1633
C -0.7974 -0.4244 0.1209 6.1246 -1.2558 0.8949
C 0.6470 0.1496 1.9111 -0.2218 -0.6241 0.3041
C -0.7498 0.0101 1.4193 -2.1766 0.3315 -0.5280
C 2.1344 1.4117 0.2240 0.4569 0.0268 -0.4259
C 0.8252 -0.6070 -1.8317 -1.3853 4.9763 2.2907
C -3.0651 0.3894 0.8000 -0.0664 2.3683 1.1020
C 1.0281 -0.8395 -0.3316 -5.3925 -1.0663 0.3799
C -1.6115 -0.3084 -0.9391 2.2583 0.2305 -0.1621
C -2.8547 0.1015 -0.5508 -2.6256 -0.2216 -0.7657
H -3.7379 0.1219 -1.2588 1.2598 0.3979 0.8390
H 2.6826 -2.4985 -0.0748 1.5428 0.0446 -0.4798
H 2.3697 2.1474 1.0731 -0.3222 -1.6510 -1.0363
H 0.7530 1.0632 2.4756 0.5381 0.4874 -0.2773
H 2.3071 -0.4857 1.1451 1.5170 -0.2599 -0.0980
H -0.8428 0.3982 -3.0283 -0.0115 -1.7958 2.3144
H 3.0293 1.1655 -0.3948 -0.5100 0.4700 0.6553
H 1.4147 1.9038 -0.4586 0.1029 -0.5105 0.5847
H 1.2481 -1.3539 -2.3454 1.3322 -2.7943 -2.0504
H -0.9427 -1.4273 -2.6389 -0.2156 1.4536 0.1930
H 1.0542 -0.6462 2.5283 -0.6443 -0.2892 0.4065
H 1.2742 0.3495 -2.1827 0.2022 -0.6339 0.3940
H -3.9943 0.9916 1.0266 0.7878 -1.4169 -0.0572
H -2.4400 0.8501 2.7771 1.0821 -0.0719 -0.4868
```
Positions in Å, forces in eV/Å.

## Properties
Gap between HOMO and LUMO = 9.83 eV
Charge = +1
Max |F| = 6.3 eV/A
Multiplicity = 1
LUMO level = -0.105 Ha
Energy above the lowest of the compared OMol25 structures with the same formula, charge and spin = 56.6 kcal/mol
Energy = -880.1185 a.u.
HOMO level = -12.70 eV

No. 7
Below is one molecule with the formula C11H14O2, with properties calculated with wB97M-V/def2-TZVPD.

```
27
Properties=species:S:1:pos:R:3:forces:R:3
O 3.6077 0.1772 -0.0272 -0.9579 -0.0382 0.5813
O -1.3599 -2.3218 0.5229 -0.2586 -0.2537 5.2766
C -0.5090 0.9560 -0.0644 1.3555 2.8663 1.3836
C 1.2481 -0.7032 -0.0869 0.8844 -0.6293 0.2249
C 4.2153 -1.1205 0.0694 -1.1917 -1.6805 0.4083
C 0.4248 2.0174 -0.0138 1.0083 -0.5704 -0.4894
C 1.7722 1.6812 0.0449 0.5016 1.9675 0.4614
C -2.8609 0.4474 0.4527 -3.4762 0.4171 -3.7509
C -0.0929 -0.3551 -0.1395 -2.1660 0.4039 -0.1322
C 2.1603 0.3320 0.1335 2.4524 -0.2137 -2.1068
C -2.6708 -0.6244 -0.5159 0.3865 -2.1896 -2.7047
C -1.8655 1.4913 0.1941 -1.6268 -0.7868 -1.7757
C -1.2531 -1.3095 -0.4220 -0.7972 0.9167 0.6721
H -0.9788 -1.7849 -1.3341 -0.1329 -0.7367 -0.8959
H 1.5684 -1.7745 -0.2267 -0.4982 1.3881 0.1354
H -2.8904 0.2717 1.4419 -0.6702 -1.3440 3.4522
H 3.1941 -1.7540 0.6090 4.0459 0.8398 -1.5976
H -2.8586 -0.0517 -1.4790 0.9245 -0.9471 0.4229
H 0.0994 3.0905 -0.1154 0.3581 -1.3339 0.3526
H 4.5684 -1.5362 -1.1020 -1.2744 1.0375 3.5808
H -2.0525 2.1600 0.9869 1.0571 1.3972 0.8330
H 2.5129 2.5675 0.0420 -0.8862 -2.0145 0.0487
H -3.8893 0.6900 -0.0773 1.2106 0.7983 2.6092
H -3.5426 -1.3814 -0.5724 1.7471 0.7015 0.5232
H 5.2322 -1.1168 0.8018 -3.0490 0.1374 -2.0144
H -2.2839 1.9071 -0.7069 0.4214 1.0050 -0.6094
H -1.4958 -1.9554 1.5843 0.6319 -1.1379 -4.8893
```
Positions in Å, forces in eV/Å.

## Properties
Gap between HOMO and LUMO = 9.17 eV
Max |F| = 5.3 eV/A
SMILES = COc1ccc2c(c1)[C@@H](O)CCC2
Multiplicity = 1
LUMO level = 0.027 Ha
Energy above the lowest of the compared OMol25 structures with the same formula, charge and spin = 118.3 kcal/mol
Energy = -577.8551 a.u.
HOMO level = -8.44 eV

No. 8
Below is one molecule with the formula C11H14OSi, with properties calculated with wB97M-V/def2-TZVPD.

```
27
Properties=species:S:1:pos:R:3:forces:R:3
Si -0.2578 1.2266 0.4357 0.3617 -1.6141 -1.2607
O 0.3871 0.2838 -1.1569 -0.9160 2.8795 2.0932
C 0.4000 -2.8482 -2.9356 -1.5553 -2.3004 -0.6298
C 0.6435 4.0173 0.8973 -0.5624 -2.1491 -1.0160
C 0.3614 -3.2680 -0.5339 -0.3670 -0.0172 -2.9447
C 0.6291 0.5165 1.9731 -2.0364 1.4288 -0.2487
C 0.4468 -1.0280 -1.4382 -0.4591 0.1632 2.6543
C -2.1463 1.5250 0.5820 1.3117 1.4345 -2.4485
C 0.1616 0.3858 3.2252 -1.3130 -1.5406 -1.4868
C 0.3359 -3.7491 -1.8972 0.1294 0.1750 1.9876
C 0.4105 -1.9049 -0.3522 0.3300 -0.5512 0.9340
C 0.4327 2.8962 0.1045 0.8515 2.7083 2.4327
C 0.4576 -1.5018 -2.7031 0.5640 0.1576 -0.5024
H 0.2493 -4.8105 -2.1251 -0.1370 0.2264 0.2320
H 0.6603 -0.8199 -3.4650 -0.3394 1.0759 -1.3938
H -2.6713 0.6445 0.6314 -1.2925 -2.3084 0.9199
H 0.4949 -1.4881 0.6624 -0.3407 -0.2571 -0.5399
H 0.9723 4.9752 0.4904 0.0523 -0.4138 -0.2170
H -0.9373 0.1511 3.3779 1.3775 0.7222 0.0572
H 0.7277 3.0742 -0.8826 0.2219 0.1223 -1.7242
H 1.6454 0.7040 1.7807 1.6568 -0.2568 0.2245
H 0.1330 -3.9417 0.2477 0.3318 -0.5683 0.8939
H 0.4922 4.0596 1.9733 -0.1898 -0.3338 -0.0656
H -2.5491 1.8734 -0.4545 0.9226 0.2297 1.8553
H 0.0221 -3.3247 -3.8749 1.2594 1.0006 0.2159
H 0.8424 0.1387 4.0139 0.1502 0.2500 0.6088
H -2.3440 2.2130 1.4240 -0.0121 -0.2630 -0.6310
```
Positions in Å, forces in eV/Å.

## Properties
Gap between HOMO and LUMO = 8.82 eV
Max |F| = 3.7 eV/A
SMILES = C=C[Si](C)(C=C)Oc1ccccc1
Multiplicity = 1
LUMO level = 0.026 Ha
Energy above the lowest of the compared OMol25 structures with the same formula, charge and spin = 37.7 kcal/mol
Energy = -792.2132 a.u.
HOMO level = -8.11 eV